Below is one molecule with the formula C4H7Cl in a non-equilibrium geometry, with properties calculated with the ωB97M-V functional and the def2-TZVPD basis.

```
12
Properties=species:S:1:pos:R:3:forces:R:3:nbo_charge:R:1
C -1.317245 0.468809 1.593575 2.3 1.3 2.6 -0.61
C 0.095735 0.766262 0.968052 0.5 0.2 1.3 -0.46
C 0.616452 -0.267142 0.005636 -2.2 1.2 -1.3 0.03
C 1.456540 -1.268209 0.151894 1.4 1.3 2.4 -0.44
H -1.945157 1.331956 1.655563 -0.3 0.7 -0.6 0.21
H -1.847472 -0.312192 1.204922 -1.2 -2.0 -1.6 0.22
H -1.236385 0.218800 2.675043 0.4 -0.1 -0.6 0.21
H 0.958334 0.630370 1.665427 -1.1 1.2 0.6 0.21
H -0.014061 1.849216 0.556832 1.0 -2.1 0.4 0.24
H 1.916052 -1.260612 1.193176 -0.5 -0.4 -1.4 0.21
H 1.987573 -1.784988 -0.615124 -0.4 -0.6 -0.4 0.23
Cl -0.289869 0.066419 -1.450046 0.2 -0.6 -1.3 -0.05
```
Forces are in eV/Å.

**E**: -16782.42362 eV
**SMILES**: C=C(Cl)CC
**Frontier orbital gap**: 10.65 eV
**Energy above the lowest of the compared OMol25 structures with the same formula, charge and spin**: 21.86 kcal/mol